(1)
DFT (ωB97M-V with the def2-TZVPD basis set) results for 11 unconnected molecules or ions with the total composition C66H154O33 at a distorted geometry.

spin multiplicity = 1
max |F| = 2.47 eV/A
LUMO level = 0.50 eV
HOMO level = -9.028 eV
structure (SMILES) = COCCOCCOC.COCCOCCOC.COCCOCCOC.COCCOCCOC.COCCOCCOC.COCCOCCOC.COCCOCCOC.COCCOCCOC.COCCOCCOC.COCCOCCOC.COCCOCCOC
Kohn-Sham gap = 0.350 hartree

Geometry as XYZ:
```
253
C66H154O33 | OMol25 | ωB97M-V with the def2-TZVPD basis set
H 20.7956 17.6031 24.4622
H 23.9375 19.0464 18.5509
H 18.6172 15.8544 14.9002
C 21.8540 12.6196 25.7620
C 20.1470 18.3667 20.8504
H 15.5777 9.2804 17.3990
H 24.4117 14.9170 19.9307
C 16.6742 13.5124 22.3214
C 15.2112 18.8763 25.1531
O 17.8393 13.7288 21.5954
C 16.0806 20.4297 20.5053
H 14.7656 18.9357 24.1293
H 18.8407 16.9445 23.5773
O 18.7698 16.7712 19.5522
H 15.4616 27.0078 12.7814
H 23.5768 15.0498 21.4505
O 22.0724 11.9434 24.4952
H 18.8520 14.9976 26.3488
H 20.2163 16.4407 15.8127
H 15.3751 11.5947 27.6133
H 17.1000 10.8166 18.4069
O 22.8535 20.9980 25.2890
C 22.5688 11.8279 22.2175
C 22.6793 17.4931 17.7275
H 23.5826 16.8981 17.6175
H 20.5124 18.3363 26.9789
C 22.1479 12.7234 23.3606
O 16.3308 12.9740 28.6580
H 24.4294 16.8501 22.9404
H 27.4740 20.6029 22.0138
O 16.0452 19.9118 19.1559
C 17.4611 16.8361 29.1135
H 23.9435 18.0175 21.6507
H 11.7268 24.1936 20.0798
H 22.2983 12.0069 26.5303
C 19.1030 18.1451 19.7791
H 25.9889 17.7871 27.1672
H 29.4495 19.8861 20.4611
H 20.2369 23.5059 22.3522
C 17.8858 12.1572 16.1455
C 21.5657 16.8365 24.2749
C 14.5005 17.7534 25.8732
O 18.4021 21.1484 25.4532
H 13.8963 9.8619 17.2467
H 11.7967 14.8492 19.7339
C 15.6418 15.7131 26.0281
H 17.7946 17.1069 17.7336
H 17.2905 21.0543 12.8104
C 16.7575 12.9550 18.0154
H 20.1950 19.7020 15.1876
H 16.6416 22.3959 13.8307
H 21.3065 16.0078 24.9876
O 21.6129 22.2984 23.0759
H 19.7797 13.0167 21.0924
O 21.7895 17.3808 16.6120
H 21.8947 20.2653 23.0163
H 20.1121 21.0413 26.6459
H 19.5723 18.5777 18.8415
O 16.9579 13.0721 16.6491
H 17.0163 20.9427 20.7714
O 29.3324 18.7272 22.1949
C 12.4369 21.8009 19.0446
O 17.9894 22.9772 12.4258
O 17.5444 15.4806 28.7635
O 16.5956 18.6357 25.0564
H 23.5418 11.3680 22.3880
H 18.5642 18.5636 29.6876
H 15.9345 12.9423 21.7122
H 18.3540 13.2229 28.5469
H 26.8665 17.4528 22.3074
H 15.1376 14.4619 23.3818
H 13.3562 14.3686 20.3958
H 17.1136 11.4625 27.4121
O 18.8936 13.9082 14.8527
H 17.7443 12.4669 30.0372
H 18.3666 11.9036 20.6843
O 18.3684 20.6215 15.0960
H 28.6549 18.3322 20.2771
C 17.1116 23.2078 11.3722
H 22.5208 13.4854 25.7817
H 17.6030 23.8509 10.6569
C 24.8003 17.3810 22.0241
H 17.2738 12.7762 14.2349
H 16.7231 16.9388 29.8982
H 20.5429 13.4953 18.4715
H 23.6939 19.0487 27.2717
H 21.2065 22.7903 21.0571
H 13.2179 22.5788 19.0104
C 17.5413 13.2181 29.2712
H 18.0590 15.0726 13.4123
H 14.5061 17.1685 19.7798
H 16.0542 11.6452 19.6026
H 14.2454 26.0671 11.8085
H 12.1896 23.0419 21.3413
H 15.9645 19.6451 21.2764
C 15.9719 14.7822 22.7422
H 17.0518 17.3409 28.2523
H 14.9686 19.8067 25.6880
H 20.5577 15.6355 21.4392
H 23.4547 19.2637 16.8772
O 25.3321 19.5202 26.1382
H 27.3186 20.6497 20.3978
H 20.8612 14.2142 16.2320
H 15.0870 23.8074 11.0292
C 20.4079 12.9423 26.0989
H 17.1392 15.7817 18.6265
C 17.3534 19.4383 24.0522
H 22.3805 9.4658 23.0347
H 15.4565 15.4503 27.0603
C 14.8994 16.7781 21.8950
O 12.7834 16.3920 20.6621
C 27.4037 19.8714 21.1676
H 18.8236 12.1981 16.7152
H 18.3109 14.8972 24.5959
O 25.1105 16.3901 21.1079
H 14.8727 17.7374 26.9031
H 19.1634 19.5064 16.6336
C 21.2248 14.2704 18.8554
C 11.3932 23.3002 20.6098
H 22.5482 17.1905 24.5879
H 17.0814 14.9627 14.9483
C 22.0257 21.0922 18.2996
C 21.5797 14.9515 16.5938
C 18.7518 17.5038 29.5620
C 22.4669 21.2047 22.9475
C 15.8450 23.9073 11.8135
H 22.9769 21.5425 27.3104
H 25.1735 17.5721 25.5505
H 30.9923 17.9761 23.1170
H 21.0726 21.3113 18.7672
C 18.7739 12.6520 21.3820
C 16.3248 11.6978 28.1353
C 24.0159 15.6440 20.6606
H 16.6194 16.2672 26.0652
C 17.5598 14.6225 29.8456
C 20.7321 22.5942 22.0296
O 19.8195 17.4295 28.5948
H 16.5507 15.4884 23.3447
O 21.5944 10.8460 21.7794
H 22.7759 21.4657 18.9989
O 16.1328 25.2511 12.0602
H 18.4986 14.7039 30.4516
H 19.7876 12.0235 26.0851
H 16.9071 12.8764 23.1835
C 23.6252 21.1049 26.5316
H 20.9961 17.6909 20.7266
H 25.9930 18.8226 23.1468
O 19.9738 13.8372 25.1227
C 14.8201 9.9391 17.8379
O 14.6521 16.4541 25.3516
C 12.8249 15.1677 19.9156
O 15.1590 11.2446 17.8491
O 22.2162 14.5190 17.8297
H 19.9813 21.8019 21.8411
H 15.9300 14.8011 25.4607
C 18.2047 12.6861 14.7597
H 14.6946 25.5104 13.4401
H 18.0622 13.4633 25.7307
H 12.2948 21.6216 17.9643
H 19.2145 19.2809 25.0677
H 17.4614 11.1331 16.0816
C 20.3624 15.9279 22.4763
C 24.3807 19.8537 27.0661
H 24.3777 21.8917 26.3167
H 15.7817 17.4756 21.9464
H 21.7578 13.8868 19.7404
C 28.7503 19.1864 20.9677
C 19.2319 16.9271 22.5422
H 24.8836 20.2782 27.9830
H 15.2795 22.0194 21.7481
C 13.0251 20.5607 19.7670
H 14.6778 9.6332 18.9183
H 15.3594 23.4362 12.6928
C 15.0339 21.4804 20.8343
H 17.9065 20.4674 18.3821
H 18.4220 16.5787 21.8640
O 11.2228 22.2066 19.6498
H 18.2400 18.7616 20.0727
H 13.2927 15.2663 18.9153
C 18.6314 20.0846 24.5949
H 17.6457 18.7572 23.2582
H 16.0664 13.6835 18.4033
H 13.7131 20.0908 19.0601
H 12.2287 19.8862 20.0087
H 22.4068 14.9536 15.9029
H 10.4739 23.4953 21.1564
C 17.5798 16.7701 18.7771
H 20.3181 13.2843 27.1431
H 31.3405 19.1530 21.7851
H 14.3586 16.8725 22.8710
H 24.1598 22.0922 24.1397
H 20.2934 16.3617 17.5809
H 13.7289 18.2153 20.8840
H 20.6613 9.8661 23.3538
H 30.8388 17.4427 21.4283
H 19.3587 22.6239 26.5816
C 16.8447 20.6127 18.2215
H 22.1521 17.2235 18.6632
H 20.0903 15.0637 23.0865
C 26.0613 18.1846 22.2698
H 19.2001 20.4772 23.7485
C 17.5580 22.0097 13.3307
H 19.6348 21.6553 13.8063
O 26.2206 19.1209 21.1800
H 18.8132 22.6708 14.9482
C 23.5392 21.1986 24.0761
H 21.1641 8.9124 21.9028
H 18.8998 12.1276 22.3389
H 22.9596 13.5037 23.4349
C 15.0841 26.0002 12.5544
H 19.0446 17.0117 30.4704
C 18.6660 14.3413 25.4815
C 30.6953 18.3135 22.1266
C 18.0827 15.0262 14.4962
H 16.9672 22.3284 10.7532
H 16.8397 17.4444 19.1671
C 13.9943 17.1629 20.7338
H 20.3473 22.0273 25.2522
C 19.5578 18.1135 27.4117
O 15.4069 15.4828 21.6519
H 23.0444 21.2497 21.9855
H 22.8184 12.4717 21.3579
C 21.4267 9.7257 22.5994
H 18.7748 11.9317 14.1738
O 13.6798 20.9460 20.9988
H 22.1419 21.6019 17.3251
C 20.8985 16.2973 16.6703
H 20.0161 21.0299 16.3578
H 16.5524 21.6735 18.1845
C 19.4924 20.2031 15.8600
H 18.8503 17.5545 26.7890
H 19.1273 19.1139 27.6015
H 16.6587 20.1955 17.2181
H 21.2128 13.2042 23.0855
H 13.4138 17.9161 25.9878
H 16.3214 10.8612 28.8929
C 25.8546 18.2313 26.1569
O 19.5808 18.2551 22.1892
C 16.3150 11.6004 18.5438
C 19.5895 21.7473 25.9848
H 20.5146 19.3764 20.7929
H 20.6814 15.1824 19.0910
C 23.1216 18.9352 17.8433
O 21.6080 16.4314 22.9292
O 21.9692 19.6767 18.2339
H 24.2078 20.3322 23.7986
H 17.6752 13.2009 18.5537
H 16.6415 20.1487 23.5695
H 14.9945 22.2589 20.0368
H 23.2875 16.2885 20.1348
C 18.6714 21.7969 14.2955
H 16.7009 14.7656 30.5043
H 26.8142 18.2680 25.6487
```

Atom charges from the Mulliken analysis, given in e for atoms 1 to 6: number 1, H, carries -0.264; number 2, H, carries 0.449; number 3, H, carries -0.118; number 4, C, carries -1.120; number 5, C, carries -0.882; number 6, H, carries 0.303



(2)
DFT (ωB97M-V with the def2-TZVPD basis set) results for 2 unconnected molecules or ions with the total composition C8H11N3 at a distorted geometry.

spin multiplicity = 1
max |F| = 4.44 eV/A
LUMO level (alpha / beta) = 0.28 / 0.28 eV
HOMO level (alpha / beta) = -7.721 / -7.722 eV
Kohn-Sham gap (alpha / beta) = 0.294 / 0.294 hartree

Geometry as XYZ:
```
22
C8H11N3 | OMol25 | ωB97M-V with the def2-TZVPD basis set
H -3.4249 -0.5812 -1.0893
C 1.0899 1.8394 0.2417
N 1.2410 1.2672 2.3316
H 1.0860 1.3175 3.2610
N -1.9434 -0.7402 2.2462
H 0.6899 1.9811 -0.6719
H 0.5498 -1.0377 -1.6973
N -1.4433 -1.2246 -1.2012
C -2.5884 -0.8389 -1.6601
H -0.7068 1.6287 1.5738
C 0.4051 1.5680 1.3699
H 3.3785 0.7751 2.3394
C -0.3706 -1.4431 -2.1384
C -0.9824 -1.4966 0.0223
C 2.4322 1.5017 0.5000
H -0.1063 -2.6064 -2.3155
H -2.7181 -0.9676 -2.6960
H 3.1094 1.4133 -0.2914
H 0.0970 -1.5314 0.1104
H -0.6764 -0.9577 -3.1872
C -1.6719 -1.1076 1.1660
C 2.5536 1.2408 1.7858
```

Atom charges from the natural (NBO) analysis, given in e for atoms 1 to 6: number 1, H, carries 0.208; number 2, C, carries -0.342; number 3, N, carries -0.501; number 4, H, carries 0.403; number 5, N, carries -0.366; number 6, H, carries 0.204



(3)
DFT (ωB97M-V with the def2-TZVPD basis set) results for 4 unconnected molecules or ions with the total composition C4H17N2O2 at a distorted geometry.

spin multiplicity = 1
total charge = +1
max |F| = 5.64 eV/A
LUMO level = -7.63 eV
HOMO level = -13.411 eV
Kohn-Sham gap = 0.212 hartree

Geometry as XYZ:
```
25
C4H17N2O2 | OMol25 | ωB97M-V with the def2-TZVPD basis set
O 3.2027 0.0946 1.2770
C -1.1333 -0.9912 -0.4623
H 3.6196 0.1056 2.0834
H -0.9309 -2.6528 0.9176
C -0.0800 0.1150 -2.4941
H 3.8214 -0.2617 0.5982
O -0.4297 3.3218 -0.7477
H -1.0063 0.3941 -2.8983
H -0.3959 2.6987 0.0257
C -0.2168 -1.1787 -1.6355
H -0.1192 1.0704 2.0466
H 0.4302 -1.5582 0.9646
H -2.1983 -1.2034 -0.6701
N 0.1286 1.2955 1.0870
H 0.6372 0.0844 -3.2923
H 0.2333 0.8998 -1.7979
H -1.6416 -1.7141 2.7780
H -0.3486 0.5749 0.5241
N -1.2127 -0.9612 2.1522
H -1.9971 -0.3189 1.9004
H 1.1829 1.1447 0.9580
H -1.0692 3.9940 -0.5802
C -0.6936 -1.5664 0.8597
H -0.5886 -1.9850 -2.3238
H 0.8058 -1.4021 -1.2702
```

Atom charges from the natural (NBO) analysis, given in e for atoms 1 to 6: number 1, O, carries -0.963; number 2, C, carries 0.343; number 3, H, carries 0.481; number 4, H, carries 0.331; number 5, C, carries -0.573; number 6, H, carries 0.488